Here is a 3-piece molecular cluster, C14H43FN8O4P2S overall from the OMol25 dataset. Energies are from the ωB97M-V functional and the def2-TZVPD basis.

Cartesian coordinates (Å):
C -5.984 0.295 2.912
N -4.789 0.993 3.346
C -3.669 0.090 3.511
P -4.363 2.593 2.809
O -3.990 2.184 1.398
N -5.660 3.640 2.410
C -7.040 3.421 2.774
C -5.561 4.354 1.143
N -4.458 3.070 4.448
C -4.903 2.294 5.594
C -4.297 4.494 4.738
H -6.306 -0.388 3.706
H -5.826 -0.287 1.994
H -6.815 0.970 2.733
H -2.959 0.481 4.251
H -3.134 -0.053 2.565
H -3.995 -0.887 3.872
H -7.552 2.771 2.054
H -7.577 4.374 2.793
H -7.139 2.991 3.771
H -5.875 3.740 0.291
H -4.541 4.683 0.960
H -6.192 5.246 1.181
H -5.974 2.084 5.541
H -4.709 2.862 6.507
H -4.372 1.353 5.704
H -5.269 4.972 4.892
H -3.797 5.006 3.918
H -3.685 4.648 5.630
C 6.162 -0.375 -1.089
N 6.423 -1.685 -1.651
C 7.049 -2.580 -0.691
P 5.380 -2.488 -2.751
O 4.318 -3.005 -1.833
N 4.414 -1.488 -3.756
C 4.625 -0.067 -3.900
C 3.027 -1.888 -3.909
N 6.567 -2.723 -3.902
C 7.910 -2.172 -3.906
C 6.161 -3.348 -5.156
H 7.114 0.116 -0.864
H 5.568 -0.422 -0.167
H 5.640 0.276 -1.780
H 7.647 -3.340 -1.205
H 6.313 -3.096 -0.063
H 7.724 -2.019 -0.043
H 4.123 0.508 -3.111
H 4.222 0.276 -4.858
H 5.686 0.188 -3.904
H 2.387 -1.617 -3.059
H 2.941 -2.964 -4.038
H 2.629 -1.421 -4.814
H 7.903 -1.089 -4.053
H 8.479 -2.621 -4.722
H 8.459 -2.392 -2.994
H 6.016 -2.598 -5.940
H 5.225 -3.892 -5.036
H 6.908 -4.070 -5.493
C 0.553 -2.135 -0.195
N -0.204 -1.420 -1.234
C -0.853 -0.247 -0.724
N -2.075 -0.642 0.008
S -2.971 -1.775 -0.751
O -4.249 -1.684 -0.124
O -2.992 -1.664 -2.167
F -2.395 -3.165 -0.384
H -0.119 -2.712 0.438
H 1.239 -2.828 -0.674
H 1.062 -1.416 0.457
H 0.359 -1.222 -2.045
H -0.200 0.312 -0.042
H -1.094 0.424 -1.551
H -2.646 0.173 0.230

2S+1: 1
Total energy in eV: -67453.7434
Frontier orbital gap in eV: 7.77
LUMO energy in Eh: -0.00247
Net charge: 0
SMILES: CN(C)P(=O)(N(C)C)N(C)C.CN(C)P(=O)(N(C)C)N(C)C.CNCNS(=O)(=O)F

Atomic partial charges in e from the Mulliken method, atoms 1 to 8: -0.90, 0.33, -0.99, 1.00, -0.89, 0.25, -1.17, -1.06